{"formula": "C2H4OS2", "method": "the ωB97M-V functional and the def2-TZVPD basis", "de_lowest_kj_mol": 327.6, "charge": 0, "symbols": ["C", "C", "H", "H", "H", "H", "O", "S", "S"], "xyz": [[-0.1849, 0.7404, 0.5113], [-0.1806, -0.5549, -0.2416], [0.6787, 2.1635, -0.4913], [-0.1709, 0.5833, 1.6220], [-1.0572, 1.1589, 0.0994], [0.4620, -2.6179, -0.9238], [1.0057, 1.1308, 0.1168], [1.2106, -1.4242, -0.5928], [-1.7634, -1.1798, -0.1002]]}

***

{"formula": "C2H4OS2", "method": "the ωB97M-V functional and the def2-TZVPD basis", "de_lowest_kj_mol": 186.0, "charge": 0, "symbols": ["C", "C", "O", "S", "S", "H", "H", "H", "H"], "xyz": [[0.1006, 0.2047, -0.0242], [-1.2345, -0.1638, -0.5159], [0.7712, -2.4028, -0.5584], [1.2014, -1.3190, 0.3051], [-2.2387, -1.2029, 0.2070], [0.6300, 0.8281, -0.7403], [0.0791, 0.6870, 0.9508], [-1.5330, 0.2586, -1.4705], [0.5205, -1.5644, 1.5173]]}

***

{"formula": "C2H4OS3", "method": "the ωB97M-V functional and the def2-TZVPD basis", "de_lowest_kj_mol": 340.7, "charge": 0, "symbols": ["C", "C", "O", "S", "S", "S", "H", "H", "H", "H"], "xyz": [[0.1959, -0.0805, -0.3045], [0.1285, -0.2039, 1.2126], [-0.9527, -2.2691, -1.1185], [-0.7482, 2.3423, -0.8183], [1.4254, -0.5371, -1.4368], [-0.7137, -0.9659, -1.6165], [-0.6941, 0.3562, 1.5612], [1.0009, -0.0853, 1.7995], [-0.0689, -1.3232, 1.3745], [0.4269, 2.7665, -0.6532]]}

***

Question: What is the formula in the third record?
Answer: C2H4OS3

***

What did the third record say?
{"formula": "C2H4OS3", "method": "the ωB97M-V functional and the def2-TZVPD basis", "de_lowest_kj_mol": 340.7, "charge": 0, "symbols": ["C", "C", "O", "S", "S", "S", "H", "H", "H", "H"], "xyz": [[0.1959, -0.0805, -0.3045], [0.1285, -0.2039, 1.2126], [-0.9527, -2.2691, -1.1185], [-0.7482, 2.3423, -0.8183], [1.4254, -0.5371, -1.4368], [-0.7137, -0.9659, -1.6165], [-0.6941, 0.3562, 1.5612], [1.0009, -0.0853, 1.7995], [-0.0689, -1.3232, 1.3745], [0.4269, 2.7665, -0.6532]]}